(1)
Formula: C5H10NO
Source: OMol25
Level of theory: ωB97M-V/def2-TZVPD

The energy above the lowest of the compared OMol25 structures with the same formula, charge and spin comes out at 113.26 kJ/mol. The total energy is -326.44217 hartree. As for the molar mass: 100.14 g mol⁻¹. Its structure (SMILES) is C=CCCNC[O-]. The max |F| comes out at 1.450 eV Å⁻¹.

ORCA input file:
```
! RIJCOSX wB97M-V def2-TZVPD def2/J DEFGRID3
* xyz -1 1
C 0.99 2.77 -0.66
C 0.16 1.74 -0.73
C -0.80 1.32 0.34
C -0.16 0.16 1.14
N 0.41 -0.82 0.25
C -0.41 -1.91 -0.39
O -0.19 -3.13 0.07
H 2.01 2.81 -1.02
H 0.66 3.55 0.03
H 0.23 1.00 -1.53
H -1.78 1.00 -0.02
H -0.94 2.18 1.00
H 0.69 0.55 1.70
H -0.88 -0.28 1.84
H 1.31 -1.20 0.49
H -0.18 -1.79 -1.48
H -1.47 -1.55 -0.23
*
```

(2)
Formula: C5H10NO
Source: OMol25
Level of theory: ωB97M-V/def2-TZVPD

The energy above the lowest of the compared OMol25 structures with the same formula, charge and spin comes out at 300.32 kJ/mol. The total energy is -326.37092 hartree. As for the molar mass: 100.14 g mol⁻¹. Its structure (SMILES) is C=NCCCC[O-]. The max |F| comes out at 4.518 eV Å⁻¹.

ORCA input file:
```
! RIJCOSX wB97M-V def2-TZVPD def2/J DEFGRID3
* xyz -1 1
C 2.04 -0.70 -1.74
N 2.31 -0.79 -0.48
C 1.34 -0.27 0.42
C -0.08 -0.03 -0.22
C -0.76 0.77 0.84
C -2.26 0.35 0.74
O -3.14 1.23 1.20
H 2.71 -0.28 -2.46
H 1.23 -1.32 -2.16
H 1.69 0.67 0.78
H 1.22 -0.99 1.23
H -0.36 -1.08 -0.33
H -0.03 0.33 -1.23
H -0.67 1.87 0.56
H -0.50 0.70 1.87
H -2.36 0.22 -0.33
H -2.39 -0.67 1.30
*
```

(3)
Formula: C5H10NO
Source: OMol25
Level of theory: ωB97M-V/def2-TZVPD

The energy above the lowest of the compared OMol25 structures with the same formula, charge and spin comes out at 383.10 kJ/mol. The total energy is -326.13589 hartree. As for the molar mass: 100.14 g mol⁻¹. Its structure (SMILES) is CC(C)([NH3+])C#CO. The max |F| comes out at 5.283 eV Å⁻¹.

ORCA input file:
```
! RIJCOSX wB97M-V def2-TZVPD def2/J DEFGRID3
* xyz 1 1
C 1.28 0.08 -1.48
C 0.29 -0.02 -0.11
C 0.54 -1.17 0.76
N 0.59 1.26 0.64
C -1.11 0.01 -0.36
C -2.29 -0.04 0.09
O -3.55 0.24 0.14
H 1.15 -0.84 -2.09
H 1.05 0.85 -2.13
H 2.32 0.13 -1.04
H 1.40 -0.98 1.43
H -0.40 -1.42 1.33
H 0.81 -2.22 0.31
H -0.09 1.46 1.32
H 0.72 2.15 0.13
H 1.47 0.97 1.08
H -4.18 -0.46 -0.02
*
```

(4)
Formula: C5H10NO
Source: OMol25
Level of theory: ωB97M-V/def2-TZVPD

The energy above the lowest of the compared OMol25 structures with the same formula, charge and spin comes out at 311.22 kJ/mol. The total energy is -326.16327 hartree. As for the molar mass: 100.14 g mol⁻¹. Its structure (SMILES) is C=CC[C@@H]([NH3+])C=O. The max |F| comes out at 3.625 eV Å⁻¹.

ORCA input file:
```
! RIJCOSX wB97M-V def2-TZVPD def2/J DEFGRID3
* xyz 1 1
C -0.63 -1.14 -2.28
C -0.39 -0.86 -0.96
C 0.88 -0.26 -0.44
C 0.59 0.81 0.82
N -0.79 1.40 0.73
C 0.61 -0.24 1.96
O -0.31 -0.28 2.74
H 0.05 -0.79 -2.96
H -1.38 -1.69 -2.79
H -1.09 -1.35 -0.21
H 1.25 0.38 -1.20
H 1.60 -1.07 -0.35
H 1.33 1.60 1.07
H -1.01 1.66 -0.29
H -1.14 0.54 1.07
H -1.01 2.25 1.25
H 1.46 -0.95 1.86
*
```

(5)
Formula: C5H10NO
Source: OMol25
Level of theory: ωB97M-V/def2-TZVPD

The energy above the lowest of the compared OMol25 structures with the same formula, charge and spin comes out at 437.41 kJ/mol. The total energy is -326.11521 hartree. As for the molar mass: 100.14 g mol⁻¹. Its structure (SMILES) is C#[N+]COCCC. The max |F| comes out at 6.100 eV Å⁻¹.

ORCA input file:
```
! RIJCOSX wB97M-V def2-TZVPD def2/J DEFGRID3
* xyz 1 1
C -3.19 1.09 -0.31
N -2.74 0.09 0.04
C -1.96 -0.99 0.32
O -0.78 -0.93 -0.29
C 0.30 0.06 0.14
C 1.49 -0.10 -0.73
C 2.78 0.34 0.07
H -3.84 1.92 -0.51
H -2.72 -1.83 0.18
H -2.04 -0.96 1.55
H 0.61 -0.22 1.18
H -0.17 0.92 -0.03
H 1.62 -1.15 -1.05
H 1.34 0.52 -1.52
H 2.65 1.28 0.57
H 3.00 -0.30 0.91
H 3.64 0.26 -0.53
*
```

(6)
Formula: C5H10NO
Source: OMol25
Level of theory: ωB97M-V/def2-TZVPD

The energy above the lowest of the compared OMol25 structures with the same formula, charge and spin comes out at 144.69 kJ/mol. The total energy is -326.22670 hartree. As for the molar mass: 100.14 g mol⁻¹. Its structure (SMILES) is C=[NH+]CCCC=O. The max |F| comes out at 1.663 eV Å⁻¹.

ORCA input file:
```
! RIJCOSX wB97M-V def2-TZVPD def2/J DEFGRID3
* xyz 1 1
C -0.24 -2.39 -0.69
N -0.38 -1.13 -0.81
C -1.39 -0.35 -0.08
C -0.79 0.42 1.11
C 0.13 1.63 0.87
C 1.45 1.19 0.29
O 1.48 0.58 -0.77
H 0.48 -2.89 -1.31
H -0.92 -2.90 -0.02
H 0.20 -0.66 -1.49
H -2.05 -1.05 0.39
H -1.87 0.30 -0.79
H -0.13 -0.28 1.61
H -1.58 0.65 1.80
H 0.29 2.12 1.84
H -0.33 2.42 0.26
H 2.41 1.50 0.72
*
```

Please write out number 4 again, unchanged.
Formula: C5H10NO
Source: OMol25
Level of theory: ωB97M-V/def2-TZVPD

The energy above the lowest of the compared OMol25 structures with the same formula, charge and spin comes out at 311.22 kJ/mol. The total energy is -326.16327 hartree. As for the molar mass: 100.14 g mol⁻¹. Its structure (SMILES) is C=CC[C@@H]([NH3+])C=O. The max |F| comes out at 3.625 eV Å⁻¹.

ORCA input file:
```
! RIJCOSX wB97M-V def2-TZVPD def2/J DEFGRID3
* xyz 1 1
C -0.63 -1.14 -2.28
C -0.39 -0.86 -0.96
C 0.88 -0.26 -0.44
C 0.59 0.81 0.82
N -0.79 1.40 0.73
C 0.61 -0.24 1.96
O -0.31 -0.28 2.74
H 0.05 -0.79 -2.96
H -1.38 -1.69 -2.79
H -1.09 -1.35 -0.21
H 1.25 0.38 -1.20
H 1.60 -1.07 -0.35
H 1.33 1.60 1.07
H -1.01 1.66 -0.29
H -1.14 0.54 1.07
H -1.01 2.25 1.25
H 1.46 -0.95 1.86
*
```

Question: Look up the max |F| of the fifth one.
Answer: 6.100 eV Å⁻¹

Question: Number 5 is which compound?
Answer: C5H10NO